{
  "formula": "C39H28ClMnN10O2P",
  "method": "ωB97M-V/def2-TZVPD",
  "symbols": ["Mn", "C", "C", "N", "C", "C", "N", "C", "C", "C", "C", "C", "N", "C", "C", "N", "C", "C", "N", "C", "C", "C", "N", "C", "C", "H", "H", "H", "H", "H", "H", "H", "H", "H", "H", "H", "H", "O", "C", "O", "C", "P", "C", "C", "C", "C", "C", "C", "C", "C", "C", "C", "C", "C", "H", "H", "H", "H", "H", "H", "H", "H", "H", "H", "H", "H", "Cl", "C", "C", "C", "C", "N", "C", "H", "H", "H", "H", "N", "C", "N", "C", "N"],
  "xyz": [[0.90, 0.46, 0.33], [-0.74, 3.73, -3.64], [-1.19, 3.07, -2.51], [-0.83, 1.83, -2.23], [0.01, 1.24, -3.08], [0.45, 1.90, -4.22], [0.07, 3.14, -4.51], [0.37, -0.18, -2.79], [0.66, -1.05, -3.83], [0.82, -2.41, -3.59], [0.66, -2.84, -2.28], [0.40, -1.92, -1.29], [0.31, -0.59, -1.51], [0.13, -2.32, 0.11], [-0.18, -3.61, 0.51], [-0.50, -3.91, 1.77], [-0.52, -2.90, 2.63], [-0.22, -1.60, 2.25], [0.13, -1.32, 1.00], [1.12, -3.36, -4.69], [0.82, -3.06, -6.02], [1.12, -3.99, -7.00], [1.67, -5.17, -6.77], [1.95, -5.46, -5.50], [1.70, -4.60, -4.44], [-1.02, 4.76, -3.84], [-1.87, 3.55, -1.81], [1.13, 1.44, -4.92], [0.72, -0.67, -4.83], [0.73, -3.89, -2.03], [-0.20, -4.43, -0.20], [-0.78, -3.12, 3.66], [-0.21, -0.78, 2.96], [0.34, -2.14, -6.30], [0.89, -3.77, -8.04], [2.41, -6.42, -5.32], [1.99, -4.90, -3.44], [2.26, -0.45, 4.01], [2.30, -0.22, 2.81], [1.61, 0.69, 2.21], [3.19, -1.10, 1.91], [3.14, -0.37, 0.24], [3.75, -1.61, -0.94], [4.10, -2.91, -0.59], [4.52, -3.81, -1.57], [4.61, -3.40, -2.90], [4.27, -2.10, -3.25], [3.83, -1.22, -2.28], [4.51, 0.84, 0.32], [4.31, 2.05, 0.98], [5.34, 2.96, 1.11], [6.59, 2.68, 0.56], [6.80, 1.48, -0.09], [5.77, 0.56, -0.21], [2.77, -2.11, 1.92], [4.19, -1.15, 2.33], [4.06, -3.23, 0.44], [4.80, -4.81, -1.29], [4.96, -4.09, -3.65], [4.34, -1.78, -4.28], [3.56, -0.20, -2.55], [3.33, 2.27, 1.40], [5.17, 3.89, 1.62], [7.39, 3.40, 0.65], [7.77, 1.25, -0.52], [5.95, -0.38, -0.73], [-4.71, 1.12, 0.14], [-3.21, 1.63, 0.84], [-3.16, 2.66, 1.76], [-1.93, 3.02, 2.27], [-0.80, 2.34, 1.85], [-0.86, 1.35, 0.96], [-2.04, 0.99, 0.46], [-4.07, 3.17, 2.05], [-1.84, 3.82, 2.99], [0.18, 2.57, 2.23], [-2.05, 0.20, -0.28], [1.57, 2.18, -0.42], [1.87, 3.02, -1.17], [2.25, 3.89, -2.03], [1.59, 5.03, -2.13], [1.05, 6.05, -2.28]],
  "charge": 0,
  "multiplicity": 2,
  "e_lumo_ev": [-1.40, -1.39],
  "e_above_lowest_kcal_mol": 0.0,
  "e_tot_ev": -113026.615,
  "max_force_ev_per_a": 0.4,
  "gap_ev": [6.76, 6.58]
}

=====

{
  "formula": "C4H6OS3",
  "method": "ωB97M-V/def2-TZVPD",
  "symbols": ["C", "O", "C", "S", "C", "S", "S", "C", "H", "H", "H", "H", "H", "H"],
  "xyz": [[3.00, 0.79, 0.30], [1.61, 0.76, 0.39], [1.03, -0.30, -0.02], [1.84, -1.82, -0.58], [-0.51, 0.10, -0.14], [-1.04, 1.55, -0.57], [-1.55, -1.17, 0.28], [-3.29, -0.66, -0.02], [3.40, 0.26, 1.22], [3.50, 0.37, -0.66], [3.23, 1.87, 0.21], [-4.04, -1.68, -0.27], [-3.22, 0.04, -1.11], [-3.97, -0.10, 0.96]],
  "charge": 0,
  "e_lumo_ev": -1.09,
  "e_above_lowest_kcal_mol": 81.7,
  "smiles": "COC(=S)C(=S)SC",
  "e_tot_ev": -38794.561,
  "max_force_ev_per_a": 4.6,
  "gap_ev": 7.55
}

=====

{
  "formula": "C8H13N2S",
  "method": "ωB97M-V/def2-TZVPD",
  "symbols": ["C", "C", "C", "C", "C", "C", "C", "C", "N", "N", "S", "H", "H", "H", "H", "H", "H", "H", "H", "H", "H", "H", "H", "H"],
  "xyz": [[3.34, 0.07, 0.67], [2.34, 0.75, 1.24], [3.20, -0.70, -0.48], [1.03, 0.51, 0.75], [1.97, -0.87, -1.00], [0.83, -0.42, -0.28], [-1.79, 1.45, -1.15], [-0.47, -0.82, -0.54], [-0.42, -2.91, -0.76], [-3.39, 1.03, 1.27], [-2.01, -0.27, -0.56], [4.37, 0.05, 1.14], [2.55, 1.49, 2.04], [3.93, -1.32, -0.95], [0.31, 1.16, 1.27], [1.59, -1.52, -1.81], [-2.81, 1.82, -1.24], [-1.23, 1.59, -2.07], [-1.21, 2.02, -0.42], [-1.22, -3.25, -1.38], [-0.62, -3.20, 0.29], [-2.73, 1.46, 1.81], [-3.62, 1.54, 0.47], [-3.94, 0.35, 1.70]],
  "charge": 1,
  "e_lumo_ev": [-5.29, -5.29],
  "e_above_lowest_kcal_mol": 105.6,
  "e_tot_ev": -22310.900,
  "max_force_ev_per_a": 5.0,
  "gap_ev": [7.38, 7.38]
}

=====

{
  "formula": "C2H4N4",
  "method": "ωB97M-V/def2-TZVPD",
  "symbols": ["C", "N", "C", "N", "N", "N", "H", "H", "H", "H"],
  "xyz": [[1.49, 0.12, 0.05], [0.67, 0.60, -0.77], [-0.72, 0.00, -0.79], [-1.12, -0.13, 0.62], [-0.22, -0.25, 1.53], [1.01, -0.41, 1.23], [2.58, 0.42, -0.04], [-1.15, 0.69, -1.51], [-0.54, -1.02, -1.34], [-2.01, -0.01, 1.01]],
  "charge": 0,
  "e_lumo_ev": 0.26,
  "e_above_lowest_kcal_mol": 80.4,
  "smiles": "C1=NCNN=N1",
  "e_tot_ev": -8095.826,
  "max_force_ev_per_a": 3.7,
  "gap_ev": 9.12
}

=====

{
  "formula": "C29H39CeN3OP2",
  "method": "ωB97M-V/def2-TZVPD",
  "symbols": ["C", "C", "C", "C", "C", "C", "C", "C", "C", "C", "C", "C", "C", "H", "H", "H", "H", "H", "H", "H", "N", "Ce", "C", "H", "H", "C", "H", "H", "P", "P", "C", "H", "H", "H", "C", "H", "H", "H", "C", "H", "H", "H", "C", "H", "H", "H", "H", "H", "C", "C", "N", "C", "C", "C", "O", "C", "C", "C", "C", "N", "C", "H", "H", "H", "H", "H", "H", "H", "H", "H", "H", "H", "H", "H", "H"],
  "xyz": [[2.68, -3.34, -4.16], [2.91, -2.23, -3.35], [2.67, -0.94, -3.95], [1.52, -0.88, -4.87], [1.18, -2.06, -5.56], [1.83, -3.25, -5.27], [0.85, 0.33, -4.96], [1.50, 1.49, -4.56], [2.63, 1.34, -3.65], [2.87, 2.44, -2.76], [2.62, 3.73, -3.25], [1.78, 3.90, -4.36], [1.14, 2.81, -4.95], [3.13, -4.29, -3.91], [0.44, -1.98, -6.35], [1.65, -4.15, -5.91], [-0.03, 0.41, -5.62], [3.06, 4.59, -2.77], [1.60, 4.92, -4.75], [0.43, 2.92, -5.75], [3.39, 0.19, -3.62], [-0.67, -0.12, -1.67], [3.24, -2.34, -1.90], [3.99, -1.60, -1.59], [3.56, -3.36, -1.65], [3.27, 2.20, -1.34], [4.10, 1.49, -1.25], [3.52, 3.13, -0.82], [1.66, -1.98, -0.89], [1.80, 1.42, -0.41], [0.93, 2.97, 0.04], [0.15, 2.77, 0.80], [1.67, 3.67, 0.45], [0.46, 3.40, -0.85], [2.70, 1.12, 1.16], [3.00, 2.09, 1.59], [2.02, 0.60, 1.84], [3.59, 0.51, 0.96], [0.82, -3.59, -1.12], [1.50, -4.39, -0.81], [-0.08, -3.63, -0.50], [0.54, -3.73, -2.17], [2.36, -2.28, 0.77], [1.57, -2.11, 1.51], [2.72, -3.32, 0.85], [3.19, -1.59, 0.98], [-0.48, 0.11, -3.17], [-0.56, 1.70, -2.25], [-3.39, 2.57, 6.17], [-4.34, 1.69, 5.39], [-3.73, 0.61, 4.62], [-3.57, -0.65, 5.36], [-4.91, -1.37, 5.56], [-2.94, 0.93, 3.55], [-2.63, 2.15, 3.31], [-2.51, -0.11, 2.57], [-3.21, -1.30, 2.38], [-2.93, -2.03, 1.24], [-2.03, -1.54, 0.28], [-1.38, -0.35, 0.47], [-1.57, 0.31, 1.64], [-2.80, 1.98, 6.87], [-3.99, 3.29, 6.73], [-2.74, 3.11, 5.49], [-5.04, 1.18, 6.06], [-4.91, 2.31, 4.67], [-2.84, -1.30, 4.87], [-3.18, -0.39, 6.37], [-5.47, -1.47, 4.62], [-4.70, -2.38, 5.94], [-5.53, -0.84, 6.29], [-3.95, -1.63, 3.11], [-3.38, -2.99, 1.07], [-1.80, -2.11, -0.63], [-0.98, 1.22, 1.78]],
  "charge": 2,
  "e_lumo_ev": -7.07,
  "e_above_lowest_kcal_mol": 9.3,
  "e_tot_ev": -68709.134,
  "max_force_ev_per_a": 6.1,
  "gap_ev": 5.47
}

=====

{
  "formula": "C5H4F2N2O",
  "method": "ωB97M-V/def2-TZVPD",
  "symbols": ["C", "C", "C", "C", "C", "N", "N", "O", "F", "F", "H", "H", "H", "H"],
  "xyz": [[0.70, -2.89, 1.01], [-0.07, 1.77, -0.06], [0.26, 0.97, -1.06], [-0.39, -1.43, -0.47], [-0.21, -2.72, -0.03], [1.46, -2.99, 1.87], [0.06, 3.18, 0.02], [-0.50, 1.25, 1.07], [-1.20, -1.30, -1.52], [-1.04, -3.75, -0.41], [0.47, 0.60, -2.02], [-0.60, 0.31, 1.05], [0.96, 3.40, -0.41], [0.11, 3.59, 0.94]],
  "charge": 0,
  "e_lumo_ev": [-2.17, -1.74],
  "e_above_lowest_kcal_mol": 135.6,
  "e_tot_ev": -15705.464,
  "max_force_ev_per_a": 2.7,
  "gap_ev": [7.34, 7.86]
}

=====

Copy entry 1 word for word.
{
  "formula": "C39H28ClMnN10O2P",
  "method": "ωB97M-V/def2-TZVPD",
  "symbols": ["Mn", "C", "C", "N", "C", "C", "N", "C", "C", "C", "C", "C", "N", "C", "C", "N", "C", "C", "N", "C", "C", "C", "N", "C", "C", "H", "H", "H", "H", "H", "H", "H", "H", "H", "H", "H", "H", "O", "C", "O", "C", "P", "C", "C", "C", "C", "C", "C", "C", "C", "C", "C", "C", "C", "H", "H", "H", "H", "H", "H", "H", "H", "H", "H", "H", "H", "Cl", "C", "C", "C", "C", "N", "C", "H", "H", "H", "H", "N", "C", "N", "C", "N"],
  "xyz": [[0.90, 0.46, 0.33], [-0.74, 3.73, -3.64], [-1.19, 3.07, -2.51], [-0.83, 1.83, -2.23], [0.01, 1.24, -3.08], [0.45, 1.90, -4.22], [0.07, 3.14, -4.51], [0.37, -0.18, -2.79], [0.66, -1.05, -3.83], [0.82, -2.41, -3.59], [0.66, -2.84, -2.28], [0.40, -1.92, -1.29], [0.31, -0.59, -1.51], [0.13, -2.32, 0.11], [-0.18, -3.61, 0.51], [-0.50, -3.91, 1.77], [-0.52, -2.90, 2.63], [-0.22, -1.60, 2.25], [0.13, -1.32, 1.00], [1.12, -3.36, -4.69], [0.82, -3.06, -6.02], [1.12, -3.99, -7.00], [1.67, -5.17, -6.77], [1.95, -5.46, -5.50], [1.70, -4.60, -4.44], [-1.02, 4.76, -3.84], [-1.87, 3.55, -1.81], [1.13, 1.44, -4.92], [0.72, -0.67, -4.83], [0.73, -3.89, -2.03], [-0.20, -4.43, -0.20], [-0.78, -3.12, 3.66], [-0.21, -0.78, 2.96], [0.34, -2.14, -6.30], [0.89, -3.77, -8.04], [2.41, -6.42, -5.32], [1.99, -4.90, -3.44], [2.26, -0.45, 4.01], [2.30, -0.22, 2.81], [1.61, 0.69, 2.21], [3.19, -1.10, 1.91], [3.14, -0.37, 0.24], [3.75, -1.61, -0.94], [4.10, -2.91, -0.59], [4.52, -3.81, -1.57], [4.61, -3.40, -2.90], [4.27, -2.10, -3.25], [3.83, -1.22, -2.28], [4.51, 0.84, 0.32], [4.31, 2.05, 0.98], [5.34, 2.96, 1.11], [6.59, 2.68, 0.56], [6.80, 1.48, -0.09], [5.77, 0.56, -0.21], [2.77, -2.11, 1.92], [4.19, -1.15, 2.33], [4.06, -3.23, 0.44], [4.80, -4.81, -1.29], [4.96, -4.09, -3.65], [4.34, -1.78, -4.28], [3.56, -0.20, -2.55], [3.33, 2.27, 1.40], [5.17, 3.89, 1.62], [7.39, 3.40, 0.65], [7.77, 1.25, -0.52], [5.95, -0.38, -0.73], [-4.71, 1.12, 0.14], [-3.21, 1.63, 0.84], [-3.16, 2.66, 1.76], [-1.93, 3.02, 2.27], [-0.80, 2.34, 1.85], [-0.86, 1.35, 0.96], [-2.04, 0.99, 0.46], [-4.07, 3.17, 2.05], [-1.84, 3.82, 2.99], [0.18, 2.57, 2.23], [-2.05, 0.20, -0.28], [1.57, 2.18, -0.42], [1.87, 3.02, -1.17], [2.25, 3.89, -2.03], [1.59, 5.03, -2.13], [1.05, 6.05, -2.28]],
  "charge": 0,
  "multiplicity": 2,
  "e_lumo_ev": [-1.40, -1.39],
  "e_above_lowest_kcal_mol": 0.0,
  "e_tot_ev": -113026.615,
  "max_force_ev_per_a": 0.4,
  "gap_ev": [6.76, 6.58]
}